No. 1
This record from the OMol25 dataset describes one molecule with the formula C3H7NOS2 at a distorted geometry. The level of theory is ωB97M-V with the def2-TZVPD basis set.

Results
HOMO level = -9.2 eV
gap between HOMO and LUMO = 0.35200 Ha
DFT total energy = -1044.82033 a.u.
maximum force = 4.65 eV/Å
SMILES string = N[C@@H](C=O)CSS
ΔE to the lowest compared entry with this formula, charge and spin = 215.41 kJ/mol

ORCA input file:
```
! RIJCOSX wB97M-V def2-TZVPD def2/J DEFGRID3
* xyz 0 1
C 0.195 -0.383 0.711
H 0.067 -0.226 1.770
C 1.778 -0.781 0.941
H 0.330 0.693 -1.173
H 1.081 1.412 0.248
O 2.553 -0.273 1.790
S -1.429 1.703 -0.085
C 0.230 0.868 -0.130
N -0.869 -1.376 0.200
S -2.346 1.283 -1.903
H 2.230 -1.567 0.202
H -0.950 -1.569 -0.830
H -0.957 -2.128 0.856
H -1.913 2.342 -2.596
*
```

No. 2
This record from the OMol25 dataset describes one molecule with the formula C3H7NOS2 at a distorted geometry. The level of theory is ωB97M-V with the def2-TZVPD basis set.

Results
HOMO level = -8.6 eV
gap between HOMO and LUMO = 0.32390 Ha
DFT total energy = -1044.83700 a.u.
maximum force = 3.60 eV/Å
SMILES string = O=CNCCSS
ΔE to the lowest compared entry with this formula, charge and spin = 171.64 kJ/mol

ORCA input file:
```
! RIJCOSX wB97M-V def2-TZVPD def2/J DEFGRID3
* xyz 0 1
N -0.398 1.473 -0.599
O -0.144 2.825 -2.573
H -0.362 2.278 0.014
H 1.315 -0.931 -0.563
C -0.451 0.055 0.065
H -0.431 -3.119 3.108
S 1.096 -2.017 1.398
C 0.962 -0.469 0.416
C -0.267 1.749 -1.949
S -0.819 -2.461 2.063
H 1.634 0.302 0.800
H -1.075 -0.688 -0.626
H -1.065 0.245 0.965
H 0.007 0.757 -2.517
*
```

No. 3
This record from the OMol25 dataset describes one molecule with the formula C3H7NOS2 at a distorted geometry. The level of theory is ωB97M-V with the def2-TZVPD basis set.

Results
HOMO level = -8.9 eV
gap between HOMO and LUMO = 0.33794 Ha
DFT total energy = -1044.74675 a.u.
maximum force = 3.94 eV/Å
SMILES string = SCCO/C=N\S
ΔE to the lowest compared entry with this formula, charge and spin = 408.59 kJ/mol

ORCA input file:
```
! RIJCOSX wB97M-V def2-TZVPD def2/J DEFGRID3
* xyz 0 1
H -0.689 0.283 -1.953
S 1.786 -0.824 1.096
H -0.024 1.234 0.879
S 0.458 2.483 -1.319
H 0.913 -0.451 -1.022
H -1.316 -2.993 0.599
C -0.224 -0.116 -0.935
H -0.423 3.706 -0.672
O -1.071 -1.067 -0.380
H -1.371 1.604 -0.311
H 2.475 -1.144 2.266
C -0.291 1.219 -0.177
N 0.422 -1.926 1.350
C -0.646 -2.007 0.579
*
```

No. 4
This record from the OMol25 dataset describes one molecule with the formula C3H7NOS2 at a distorted geometry. The level of theory is ωB97M-V with the def2-TZVPD basis set.

Results
HOMO level = -8.4 eV
gap between HOMO and LUMO = 0.33483 Ha
DFT total energy = -1044.82545 a.u.
maximum force = 2.34 eV/Å
SMILES string = CS/C(CO)=N/S
ΔE to the lowest compared entry with this formula, charge and spin = 201.99 kJ/mol

ORCA input file:
```
! RIJCOSX wB97M-V def2-TZVPD def2/J DEFGRID3
* xyz 0 1
C -0.279 -1.378 2.075
C -0.694 0.314 -1.676
H 1.119 0.100 -2.392
H -0.529 -0.562 2.736
H -1.637 -0.181 -1.827
O 0.231 -0.357 -2.498
C -0.310 0.169 -0.224
H -0.809 1.395 -1.992
N 0.549 0.823 0.409
H 0.823 -1.374 2.020
S 0.848 2.437 -0.035
S -0.917 -1.395 0.398
H 2.082 2.405 0.497
H -0.477 -2.396 2.509
*
```